17
Properties=species:S:1:pos:R:3:forces:R:3 method="wB97M-V/def2-TZVPD" orbital_gap_ev=10.16 e_homo_ev=-9.75 multiplicity=1 total_charge=0 smiles="NCNC=O.O.O"
O 3.06894 0.08462 0.67979 -0.2 0.1 0.8
C 1.98272 -0.27865 0.29812 -0.5 -0.2 -2.5
N 0.97801 0.55124 -0.11666 0.1 1.0 1.2
C 1.00386 1.96798 0.29214 0.6 0.4 -0.8
N -0.23297 2.69049 0.13958 0.4 -0.4 0.8
H 1.76187 -1.29855 -0.07049 0.1 -0.3 0.7
H 0.06978 0.26611 -0.42478 0.1 -0.8 -0.1
H 1.28053 2.02523 1.34349 0.1 0.0 0.0
H 1.81263 2.43256 -0.27679 -0.1 0.2 0.1
H -0.81939 2.39504 0.89910 -0.7 0.2 -0.1
H -0.71783 2.73161 -0.74321 0.3 -0.3 -0.1
H -1.34131 -4.65090 -0.32706 0.3 -0.1 -0.2
H -0.07814 -3.98823 0.34083 0.0 -0.3 -0.3
O -1.03675 -4.03281 0.33724 -0.3 0.5 0.5
H -1.87793 -0.23012 -0.46838 0.1 -0.1 0.2
H -3.34570 -0.38469 -0.71530 0.1 0.0 -0.3
O -2.50832 -0.28095 -1.18763 -0.3 0.1 0.1

---

15
Properties=species:S:1:pos:R:3:forces:R:3 method="wB97M-V/def2-TZVPD" orbital_gap_ev="10.39 / 3.25" e_homo_ev="-13.94 / -12.80" multiplicity=2 total_charge=+1
C 1.69791 -0.95024 1.91166 0.1 0.4 -0.7
S 1.48276 -2.53342 0.95963 -0.3 0.6 0.3
H 1.40000 -1.23198 2.90923 -0.3 -0.2 0.3
H 2.77708 -0.73293 1.97818 -0.3 -0.1 -0.4
H 1.13644 -0.01993 1.61787 0.5 -1.3 -0.2
H 1.23760 -2.29300 -0.36486 0.3 0.6 0.6
N -0.80550 -0.20358 -1.48331 2.0 0.5 -0.9
C -0.73420 1.16261 -0.98817 1.0 0.7 -0.7
N -1.97059 1.84440 -0.76700 -0.9 -1.3 2.6
H -0.89992 -0.79468 -0.70938 -1.0 -1.6 1.2
H 0.09942 -0.47895 -1.94462 -1.4 0.5 0.0
H -0.23998 1.18595 -0.00894 0.2 0.0 -0.1
H -0.07996 1.69960 -1.69842 -0.5 0.1 0.4
H -2.45047 1.40476 0.07713 0.6 1.1 -1.5
H -2.65058 1.94140 -1.48900 -0.1 -0.2 -0.9

---

15
Properties=species:S:1:pos:R:3:forces:R:3 method="wB97M-V/def2-TZVPD" orbital_gap_ev=9.38 e_homo_ev=-13.94 multiplicity=1 total_charge=+1
C -2.10630 0.39223 -1.41123 1.2 -0.5 -2.8
N -1.45785 1.31843 -0.53714 2.5 1.1 -1.0
H -2.42158 -0.42223 -0.78620 -0.9 -0.5 -0.3
H -1.31010 0.01640 -2.13705 -1.1 0.0 0.8
H -2.85150 0.88090 -2.08960 0.1 -0.8 0.8
H -0.88196 1.99171 -1.10959 -0.7 -0.9 0.9
H -2.18709 1.87229 -0.22507 -1.5 1.6 1.5
H -0.44047 -0.01374 0.33091 -0.1 1.4 1.4
N 2.01155 -0.56599 1.65349 2.1 0.3 -0.1
C 1.66338 -0.63164 0.40294 -6.1 -1.3 1.1
N 0.26905 -0.72118 0.16248 4.1 -0.7 -1.1
H 3.01635 -0.41622 1.68157 -0.1 -0.3 1.2
H 1.51331 -0.86423 2.50299 -0.1 0.7 -0.9
H 2.44505 -0.89447 -0.28757 -0.1 0.5 -0.8
H 0.01629 -0.93279 -0.78243 0.5 -0.7 -0.8

---

15
Properties=species:S:1:pos:R:3:forces:R:3 method="wB97M-V/def2-TZVPD" orbital_gap_ev=10.19 e_homo_ev=-14.34 multiplicity=1 total_charge=+1
C 1.65641 -0.42163 -2.20694 3.0 3.0 -0.1
N 0.53773 0.42807 -1.79716 -1.0 1.0 -1.1
H 1.68198 -1.33511 -1.66165 0.2 -0.7 0.2
H 1.71876 -0.50184 -3.27178 -0.5 -0.9 -0.7
H 2.65423 0.23612 -2.09793 -1.9 -1.8 0.6
H -0.10267 0.50645 -2.60949 0.1 -0.4 0.9
H 0.87661 1.38051 -1.76265 0.1 0.2 0.3
H -0.06118 -0.01333 -0.25219 1.1 -1.5 -2.1
N -1.02033 0.29578 2.54945 -2.7 0.7 2.5
C -1.08894 0.28560 1.27264 1.3 -3.8 -1.0
N -0.38604 -0.58368 0.55980 0.4 0.6 2.8
H -0.27879 0.02112 3.15517 0.9 -0.5 -0.2
H -1.93506 0.28111 3.00677 0.5 0.9 0.3
H -1.88556 0.54385 0.68378 -2.2 2.5 -0.6
H 0.00739 -1.28389 1.23110 0.9 0.8 -1.8

---

16
Properties=species:S:1:pos:R:3:forces:R:3 method="wB97M-V/def2-TZVPD" orbital_gap_ev="10.31 / 6.77" e_homo_ev="-9.31 / -9.22" multiplicity=2 total_charge=0
N 2.23178 1.82150 0.10157 -0.7 -1.0 0.4
C 1.45592 1.50851 1.33422 1.1 0.8 -1.6
O 0.83706 0.30245 1.33165 0.9 0.0 1.1
H 2.90723 1.05872 0.03742 0.2 0.3 -0.1
H 1.59616 1.60806 -0.67027 0.1 0.4 0.0
H 2.20261 1.59430 2.14184 -0.5 -0.3 0.4
H 0.73699 2.32399 1.46105 -0.3 -0.1 0.3
N -1.66287 -1.87802 -1.73470 0.3 0.1 -0.2
C -1.05213 -1.49913 -0.48243 -0.3 0.4 0.6
N -1.30070 -0.11036 -0.04281 0.7 -0.1 -0.3
H -2.65373 -1.67000 -1.75393 0.0 0.0 0.1
H -1.22685 -1.35930 -2.48797 -0.2 0.0 0.0
H -1.39292 -2.19712 0.28664 0.1 -0.2 -0.1
H 0.03136 -1.58307 -0.55846 0.0 -0.2 -0.1
H -0.51090 0.12058 0.61716 -1.6 -0.1 -0.7
H -2.19899 -0.04110 0.41902 0.1 0.1 0.2

---

16
Properties=species:S:1:pos:R:3:forces:R:3 method="wB97M-V/def2-TZVPD" orbital_gap_ev=11.56 e_homo_ev=-14.61 multiplicity=1 total_charge=+1
C 1.77915 -0.68556 -0.67738 0.9 2.9 -0.9
N 0.40570 -0.21330 -0.84900 -3.0 -2.9 -2.8
C -0.25186 0.69928 -0.16753 -0.5 1.5 -0.3
N -1.42226 1.22242 -0.65922 1.7 -0.3 2.0
N 0.39933 1.28896 0.85827 -1.2 2.3 0.3
H 2.00843 -1.26058 0.19867 -0.3 0.2 0.8
H 2.21477 0.37717 -0.70805 0.9 -2.1 0.4
H 2.16590 -1.31203 -1.50292 -0.7 0.7 0.0
H -0.18839 -0.72847 -1.61136 1.5 1.3 2.1
H -1.51439 1.03992 -1.60069 -0.9 -0.3 -2.2
H -2.23517 1.53514 -0.12965 0.8 -0.2 0.0
H 0.06353 2.16367 1.31506 -0.2 -0.8 -1.4
H 0.61056 0.73528 1.61804 1.2 -2.1 1.5
H -1.33702 -2.10741 0.75178 -0.2 -2.3 -1.5
H -1.44869 -1.48588 2.04176 0.0 0.4 0.2
O -1.24960 -1.26861 1.12223 0.0 1.6 1.7

---

16
Properties=species:S:1:pos:R:3:forces:R:3 method="wB97M-V/def2-TZVPD" orbital_gap_ev=11.62 e_homo_ev=-14.60 multiplicity=1 total_charge=+1
C -0.24683 -1.80501 -0.10792 -0.6 0.6 -0.3
N -0.75513 -0.60800 -0.79761 -0.2 0.2 -0.1
C -0.74233 0.67655 -0.42910 0.9 -0.4 0.2
N -0.86841 1.60051 -1.38501 -0.5 0.3 0.0
N -0.54200 1.05594 0.83428 -0.3 0.1 -0.3
H -0.68223 -1.92631 0.87898 0.0 -0.1 0.1
H -0.56301 -2.59654 -0.77165 0.1 -0.5 0.2
H 0.82769 -1.77925 -0.05554 0.3 0.0 0.1
H -1.36315 -0.78963 -1.57827 0.3 0.0 -0.3
H -0.75939 1.35961 -2.35429 -0.2 -0.2 0.0
H -0.73736 2.57551 -1.17530 -0.1 0.0 0.1
H -0.70594 2.01997 1.06956 0.3 0.0 0.1
H -0.00928 0.47805 1.46574 -0.1 -0.2 0.0
H 2.36761 0.40323 2.11865 0.6 -0.2 -0.2
H 2.74121 -0.47501 0.85024 0.4 0.2 0.3
O 2.03856 -0.18962 1.43725 -0.9 0.0 0.0

---

17
Properties=species:S:1:pos:R:3:forces:R:3 method="wB97M-V/def2-TZVPD" orbital_gap_ev=7.59 e_homo_ev=-6.84 multiplicity=1 total_charge=0
C 0.19428 1.02972 -0.38320 0.7 -1.2 -1.4
C -0.41933 -1.60115 -0.01038 -1.2 1.3 1.9
N 0.93029 0.13056 -1.10856 -1.0 1.1 0.1
N -0.45751 0.06732 0.89410 0.8 0.0 -2.9
N 2.26189 0.04209 -0.64239 0.6 0.0 0.4
N -1.62679 0.49898 1.57670 -0.6 -0.7 0.5
O -0.91506 1.49774 -1.08697 -0.1 -0.2 0.5
H -0.82151 1.11272 -1.97060 0.1 -0.1 0.1
H 0.35677 0.06704 1.50344 -0.3 -0.3 0.5
H 0.73722 1.85165 0.10092 -0.2 -0.2 0.4
H 2.84417 -0.25896 -1.41860 -0.1 0.1 0.1
H 2.35649 -0.69131 0.06290 0.1 -0.1 -0.1
H -2.40495 0.45317 0.92334 0.3 -0.1 -0.1
H -1.57143 1.48278 1.84215 0.5 -0.2 -0.1
H -1.00126 -2.07540 0.77608 0.0 -0.2 0.0
H -1.00550 -1.51736 -0.91735 0.3 0.3 0.1
H 0.54222 -2.08960 -0.14158 0.1 0.6 0.1

---

19
Properties=species:S:1:pos:R:3:forces:R:3 method="wB97M-V/def2-TZVPD" orbital_gap_ev=7.82 e_homo_ev=-3.84 multiplicity=1 total_charge=-1
C 2.51593 -0.26766 -0.72839 0.1 -0.2 -1.6
C -1.37546 1.74469 -1.25962 -1.5 -1.8 -2.9
N -0.02920 -2.10710 3.01669 -0.9 -3.4 -5.2
N 1.47254 -0.61591 -0.00387 2.6 -0.4 -1.3
N -1.33220 2.21242 0.06370 3.1 -3.8 2.5
N 1.19248 -0.37324 1.19242 -1.4 0.1 1.9
O -0.32178 -2.25179 0.44124 -0.9 -0.3 0.7
O -1.36229 -0.20746 1.72504 -1.0 0.5 0.7
P -0.33302 -1.24540 1.57280 2.5 -0.9 -1.5
H 2.49592 -0.65224 -1.74466 -0.1 -0.1 0.2
H -2.20183 2.46391 0.36967 -2.8 0.8 0.8
H 3.37481 0.33821 -0.53483 -0.2 0.5 1.0
H -0.38961 1.63501 -1.65482 1.0 0.5 -0.3
H -1.72977 0.56341 -1.54952 0.0 2.9 1.1
H -1.94453 2.51590 -1.89930 0.7 -1.4 0.5
H 0.63810 -2.87812 2.79441 -0.8 1.1 0.5
H 0.19760 -1.59401 3.74809 1.4 2.8 4.2
H 0.99874 -1.39897 -0.48082 -1.2 0.1 0.4
H -1.11648 1.28949 0.73195 -0.5 2.8 -1.7

---

18
Properties=species:S:1:pos:R:3:forces:R:3 method="wB97M-V/def2-TZVPD" orbital_gap_ev=9.78 e_homo_ev=-17.58 multiplicity=1 total_charge=+2
C 3.17566 0.04447 -0.03478 0.6 2.6 -0.5
C -2.21660 -0.11716 0.06367 5.0 1.2 0.8
N 1.97830 -1.39266 1.23927 -0.9 -0.5 0.1
N 3.50172 -0.09923 -1.33222 -0.1 -0.1 2.9
N -4.41318 0.10047 -0.49097 -2.9 -1.0 0.2
N -3.42064 -0.38082 0.20488 -1.9 -2.2 1.7
N 3.75304 1.02576 0.67301 -0.7 -1.9 -1.1
N 1.95897 -0.52987 0.34832 -1.1 -1.8 1.6
H -1.75735 0.71916 -0.54050 -1.2 -1.2 0.2
H -1.47189 -0.63392 0.73064 -1.2 0.5 -0.7
H 0.98732 -1.82984 1.50172 2.0 1.6 -1.0
H 3.76100 0.67110 -1.88206 1.0 1.1 -0.7
H 2.96475 -0.75110 -1.80212 -1.1 -1.6 -1.3
H -5.31169 -0.36118 -0.48527 0.3 -0.4 0.5
H -4.43260 0.87346 -1.08442 1.2 1.6 -0.9
H -3.70420 -1.09249 0.98934 0.5 1.5 -2.0
H 4.48574 1.41277 0.11054 0.7 0.8 0.6
H 3.67628 1.21818 1.67434 -0.1 -0.3 -0.6

---

Calculated E_tot in order - -11358.5273, -16041.3041, -6698.9987, -6698.5649, -8751.2149, -8747.6042, -8748.5048, -10238.6370, -21581.3850, -11156.9719 eV
Calculated ΔE to the lowest compared entry with this formula, charge and spin in order - 145.3, 152.3, 196.9, 238.7, 60.4, 148.3, 61.4, 626.1, 65.4, 176.3 kJ/mol